Entry 1:
{
  "formula": "CH4NO",
  "method": "ωB97M-V/def2-TZVPD",
  "elements": ["C", "N", "O", "H", "H", "H", "H"],
  "xyz": [[1.523950, 0.515128, -0.128391], [-1.706012, 0.011138, -0.282269], [-0.883041, 0.621986, 0.381519], [1.666507, -0.463189, 0.434593], [2.301364, 1.294482, -0.135896], [-2.407336, 0.293738, -0.962061], [-1.541559, -1.079520, -0.341238]],
  "atomic_forces_ev_per_a": [[-0.463, -1.242, 0.572], [1.803, -4.510, 0.219], [-0.287, 0.644, -0.742], [-0.032, 1.289, -0.640], [-0.352, -0.080, 0.156], [-0.073, 1.621, 0.034], [-0.595, 2.279, 0.400]],
  "mulliken_charge": [-0.1471, 0.0477, -0.2131, 0.3086, 0.3292, 0.3308, 0.3439],
  "fmax_ev_per_a": 4.862,
  "orbital_gap_ev": [8.9700, 6.8216],
  "charge": 1,
  "e_lumo_ev": [-7.40, -7.90],
  "homo_energy_ev": [-16.4, -14.7]
}

---

Entry 2:
{
  "formula": "C21H30N2O2",
  "method": "ωB97M-V/def2-TZVPD",
  "elements": ["C", "C", "C", "C", "C", "C", "C", "C", "N", "C", "O", "C", "C", "C", "O", "N", "C", "C", "C", "C", "C", "C", "C", "C", "C", "H", "H", "H", "H", "H", "H", "H", "H", "H", "H", "H", "H", "H", "H", "H", "H", "H", "H", "H", "H", "H", "H", "H", "H", "H", "H", "H", "H", "H", "H"],
  "xyz": [[-6.872538, -2.052295, -1.205485], [-7.097166, -0.727237, -0.473992], [-7.853087, -0.951983, 0.837290], [-5.787726, -0.022578, -0.219821], [-4.791509, -0.606208, 0.555954], [-3.598471, 0.049033, 0.788232], [-3.365722, 1.309013, 0.249213], [-2.052127, 2.000655, 0.494205], [-0.941665, 1.200991, 0.013405], [0.047391, 0.767094, 0.821083], [0.121654, 1.062308, 1.995387], [1.092595, -0.104103, 0.135989], [1.314528, -1.424772, 0.876739], [2.793257, -1.722653, 0.672056], [3.347407, -2.786165, 0.835956], [3.387794, -0.577615, 0.272416], [4.812315, -0.472162, 0.046166], [5.133912, -0.192873, -1.425069], [6.645296, -0.187258, -1.633481], [7.303409, 0.859810, -0.739807], [6.968209, 0.598031, 0.725608], [5.456772, 0.592011, 0.936122], [2.483914, 0.547243, 0.204853], [-4.353179, 1.893353, -0.529008], [-5.549504, 1.235680, -0.755438], [-6.331707, -1.885717, -2.134708], [-7.827156, -2.518204, -1.439605], [-6.297059, -2.740910, -0.592134], [-7.710862, -0.084300, -1.115065], [-8.822983, -1.402919, 0.639394], [-8.008933, -0.005972, 1.351272], [-7.295668, -1.612357, 1.496678], [-4.947711, -1.583040, 0.988486], [-2.835223, -0.413542, 1.397590], [-1.879663, 2.141009, 1.565668], [-2.039223, 2.979273, 0.001869], [-0.987855, 0.890499, -0.944041], [0.819846, -0.296445, -0.905256], [1.140533, -1.288359, 1.947238], [0.689205, -2.241326, 0.521734], [5.212876, -1.457634, 0.313245], [4.668785, -0.957748, -2.049910], [4.727296, 0.779214, -1.714344], [6.872887, 0.019742, -2.681270], [7.045466, -1.173981, -1.391869], [8.385508, 0.841293, -0.881979], [6.946523, 1.853483, -1.021585], [7.424704, 1.364556, 1.355025], [7.377934, -0.369098, 1.024008], [5.222477, 0.385047, 1.981956], [5.052071, 1.574872, 0.683441], [2.557658, 1.162934, 1.110924], [2.694028, 1.169789, -0.667538], [-4.190448, 2.872775, -0.956667], [-6.309068, 1.709735, -1.361121]],
  "atomic_forces_ev_per_a": [[-0.108, 0.245, -0.037], [-0.018, -0.193, 0.092], [-0.023, 0.137, -0.229], [-0.125, 0.200, -0.171], [0.046, 0.005, 0.020], [-0.024, 0.035, -0.004], [-0.030, 0.113, -0.093], [0.023, 0.103, 0.138], [-0.311, 0.166, -0.298], [0.264, -0.164, -0.496], [0.093, -0.007, 0.412], [0.025, 0.006, 0.321], [-0.036, -0.043, -0.023], [-0.388, -0.125, -0.037], [0.135, -0.390, 0.128], [0.048, 0.213, -0.172], [0.098, 0.095, -0.068], [0.120, -0.317, 0.140], [-0.090, 0.320, -0.097], [0.149, -0.286, 0.073], [-0.096, 0.316, -0.098], [0.107, -0.350, 0.056], [-0.038, 0.316, 0.077], [0.167, 0.012, 0.116], [-0.092, -0.107, 0.015], [0.053, -0.054, -0.088], [-0.079, -0.104, -0.026], [0.074, -0.108, 0.065], [0.089, -0.007, 0.047], [-0.108, -0.073, 0.033], [-0.039, 0.047, 0.101], [0.057, -0.088, 0.102], [-0.031, -0.129, 0.059], [0.088, -0.075, 0.076], [-0.017, 0.072, -0.178], [-0.044, -0.069, 0.129], [0.137, -0.074, 0.110], [0.048, 0.017, 0.045], [0.003, -0.007, -0.020], [0.067, -0.032, 0.018], [-0.030, 0.129, -0.032], [-0.075, 0.024, -0.005], [-0.069, 0.059, -0.045], [0.036, -0.087, -0.010], [0.047, -0.076, -0.037], [0.019, 0.087, -0.029], [0.021, 0.080, -0.030], [0.043, -0.065, 0.053], [0.057, -0.041, 0.063], [-0.078, 0.044, 0.025], [-0.059, 0.088, 0.025], [-0.030, 0.013, -0.147], [-0.021, 0.007, 0.037], [0.040, 0.102, -0.045], [-0.095, 0.020, -0.061]],
  "mulliken_charge": [-1.4495, 0.1765, -1.4537, 1.0342, -0.0763, -0.8933, 0.8394, -1.0626, -0.1915, 0.0688, -0.7081, 0.7495, -0.9056, 0.5374, -0.6998, 0.2926, -0.4503, -0.6865, -0.7524, -0.6234, -0.7687, -0.6429, -0.9751, -0.9100, -0.8035, 0.3527, 0.4391, 0.2908, 0.3835, 0.4350, 0.3609, 0.2970, 0.2864, 0.4319, 0.3692, 0.3372, 0.3103, 0.3927, 0.3336, 0.3832, 0.3655, 0.3394, 0.3001, 0.3557, 0.3676, 0.3211, 0.3081, 0.3485, 0.3584, 0.3521, 0.3064, 0.3243, 0.3012, 0.3112, 0.2916],
  "fmax_ev_per_a": 0.586,
  "orbital_gap_ev": 9.6143,
  "charge": 0,
  "smiles": "CC(C)c1ccc(CNC(=O)[C@@H]2CC(=O)N(C3CCCCC3)C2)cc1",
  "e_lumo_ev": 0.62,
  "homo_energy_ev": -9.0
}

---

Entry 3:
{
  "formula": "C29H61BF5N9O12",
  "method": "ωB97M-V/def2-TZVPD",
  "elements": ["N", "B", "O", "C", "O", "C", "O", "O", "C", "C", "F", "F", "C", "F", "F", "F", "H", "H", "H", "H", "H", "C", "N", "C", "C", "O", "H", "H", "H", "H", "H", "H", "H", "C", "N", "C", "C", "O", "H", "H", "H", "H", "H", "H", "H", "C", "N", "C", "C", "O", "H", "H", "H", "H", "H", "H", "H", "C", "N", "C", "C", "O", "H", "H", "H", "H", "H", "H", "H", "C", "N", "C", "C", "O", "H", "H", "H", "H", "H", "H", "H", "C", "N", "C", "C", "O", "H", "H", "H", "H", "H", "H", "H", "C", "N", "C", "C", "O", "H", "H", "H", "H", "H", "H", "H", "C", "N", "C", "C", "O", "H", "H", "H", "H", "H", "H", "H"],
  "xyz": [[2.889424, -1.356839, 0.630096], [2.628194, 0.070388, 1.170543], [3.296873, 1.158081, 0.372031], [1.690877, 0.382144, 2.509918], [2.244400, 1.478141, 3.373007], [1.094682, 1.738826, 4.298240], [1.097662, 2.425850, 5.470999], [-0.167339, 1.135819, 3.758349], [0.192431, 1.014585, 2.310192], [-0.890678, 0.292128, 1.314121], [-0.503285, 0.255070, -0.115163], [-2.141421, 1.136645, 1.384749], [-1.354583, -1.218294, 1.778555], [-2.067062, -1.155053, 3.100165], [-0.170662, -2.133073, 1.821548], [-2.371343, -1.670412, 0.756710], [3.775344, -1.360159, 0.040860], [2.983807, -2.038577, 1.425520], [3.040145, 1.058353, -0.611573], [1.821349, -0.541113, 3.255385], [0.120542, 2.151322, 1.965814], [-1.230447, -5.902678, 0.982852], [-0.125414, -6.140844, 1.887903], [0.421523, -7.478163, 1.986627], [0.422235, -5.136686, 2.657874], [1.354215, -5.269959, 3.440622], [-2.072642, -6.535245, 1.278242], [-0.917541, -6.159577, -0.033275], [-1.542580, -4.855064, 1.008121], [0.331637, -7.823995, 3.020690], [1.481122, -7.450157, 1.715517], [-0.110975, -8.163286, 1.321373], [-0.067254, -4.160768, 2.506309], [-1.001555, 2.142248, 7.843810], [-1.989387, 2.722751, 8.729328], [-2.701735, 1.856558, 9.645613], [-2.273396, 4.071990, 8.728296], [-3.094211, 4.625553, 9.448624], [-1.489116, 1.395081, 7.210791], [-0.224854, 1.662139, 8.446018], [-0.543055, 2.905678, 7.209372], [-3.774162, 1.926903, 9.440878], [-2.516019, 2.192647, 10.670107], [-2.372224, 0.820156, 9.532450], [-1.676405, 4.638236, 7.994842], [2.197234, 1.578764, -5.905617], [2.696577, 1.475098, -4.550314], [2.457396, 2.568800, -3.631664], [3.391644, 0.370024, -4.106692], [3.839815, 0.219126, -2.977349], [2.645295, 2.455750, -6.381878], [1.109927, 1.693726, -5.874505], [2.447310, 0.687543, -6.487638], [3.418712, 2.953563, -3.278401], [1.890777, 2.195247, -2.773506], [1.897718, 3.369824, -4.122206], [3.517648, -0.401349, -4.883927], [7.132181, -3.789862, -3.663440], [6.442568, -2.704613, -4.329479], [6.632529, -1.353395, -3.844265], [5.611832, -2.915913, -5.409450], [5.000693, -2.045729, -6.016353], [6.821661, -3.816012, -2.614831], [8.210075, -3.613543, -3.722431], [6.899704, -4.750829, -4.130405], [5.662855, -0.941645, -3.549037], [7.044550, -0.740165, -4.651249], [7.313385, -1.342376, -2.988798], [5.538020, -3.977699, -5.696063], [-3.322610, 2.056047, -1.316740], [-3.582410, 2.743315, -2.564580], [-4.707928, 3.651408, -2.641292], [-2.793755, 2.561265, -3.680818], [-2.957633, 3.109394, -4.763288], [-4.196442, 1.451359, -1.057016], [-3.144821, 2.798866, -0.533775], [-2.447818, 1.405286, -1.399255], [-5.389647, 3.307838, -3.424992], [-4.343130, 4.648805, -2.904265], [-5.236656, 3.692775, -1.685130], [-1.967098, 1.851427, -3.514217], [4.029480, 6.575955, 0.465474], [3.311139, 5.396709, 0.901713], [3.629907, 4.821463, 2.191979], [2.334599, 4.804483, 0.129221], [1.691380, 3.809376, 0.437564], [5.097319, 6.343034, 0.419048], [3.860647, 7.380487, 1.187032], [3.690296, 6.902133, -0.521503], [3.960135, 3.788248, 2.049213], [2.729477, 4.820687, 2.813477], [4.418376, 5.395291, 2.686499], [2.171486, 5.320775, -0.830895], [-0.618250, -4.084763, -4.501375], [-0.118908, -4.188428, -3.146072], [-0.358088, -3.094726, -2.227422], [0.576159, -5.293502, -2.702450], [1.024331, -5.444401, -1.573107], [-0.170189, -3.207776, -4.977635], [-1.705558, -3.969800, -4.470263], [-0.368174, -4.975983, -5.083396], [0.603228, -2.709963, -1.874159], [-0.924707, -3.468279, -1.369263], [-0.917766, -2.293702, -2.717964], [0.702164, -6.064875, -3.479685], [-9.047725, -0.318080, -1.054243], [-8.012910, 0.498978, -0.455484], [-6.856361, -0.151819, 0.124316], [-8.093041, 1.874984, -0.419539], [-7.256003, 2.622617, 0.069802], [-9.450555, -0.992940, -0.293336], [-8.610273, -0.902865, -1.868542], [-9.858053, 0.299519, -1.451107], [-6.791659, 0.114763, 1.183426], [-5.955460, 0.204379, -0.384148], [-6.932348, -1.237729, 0.021670], [-9.011368, 2.266279, -0.887033]],
  "atomic_forces_ev_per_a": [[0.969, 2.484, 2.270], [2.051, -0.051, -3.109], [-2.804, -2.392, 0.173], [0.557, 0.019, 0.214], [-4.294, 0.041, 2.296], [-0.169, 2.649, 4.507], [0.312, -5.019, -8.658], [3.346, 1.313, -0.305], [0.262, 0.615, -0.419], [-1.805, 0.633, -0.017], [-0.807, 0.121, 4.623], [3.670, -2.621, -0.307], [-1.565, -0.783, -0.199], [2.889, -0.576, -4.761], [-4.475, 3.195, -0.086], [3.629, 0.927, 3.621], [-1.724, -0.046, 0.973], [-0.316, 0.606, -1.391], [0.937, 0.021, 2.077], [-1.342, 1.566, -1.880], [0.982, -2.533, 0.023], [0.148, -0.222, 0.007], [0.384, 1.183, 0.748], [0.249, 0.089, 0.195], [-0.072, -0.784, -0.294], [-0.541, -0.132, -0.552], [-0.097, 0.114, -0.126], [-0.148, 0.116, 0.016], [0.118, -0.126, 0.064], [0.101, -0.125, -0.135], [-0.108, -0.184, 0.052], [0.053, 0.231, 0.091], [-0.031, -0.302, -0.037], [-0.132, 0.067, 0.127], [-0.164, 1.357, -0.120], [-0.170, 0.281, 0.115], [-0.221, -0.695, 0.373], [0.525, -0.631, -0.398], [0.230, 0.007, -0.084], [0.073, -0.035, -0.221], [-0.142, -0.169, 0.161], [0.059, -0.122, 0.186], [-0.157, -0.169, -0.025], [0.010, 0.244, -0.063], [0.052, -0.135, -0.025], [-0.020, 0.067, 0.106], [0.790, -1.308, 0.462], [0.153, -0.126, 0.223], [-0.624, 0.745, -0.522], [-0.379, 0.407, -0.070], [-0.142, -0.099, -0.141], [0.058, 0.029, -0.211], [0.028, 0.115, 0.182], [-0.171, 0.092, 0.098], [0.023, 0.249, 0.032], [0.093, -0.228, 0.031], [0.029, 0.111, -0.011], [-0.050, 0.207, -0.019], [-0.877, -0.565, -1.278], [-0.267, 0.250, -0.173], [0.502, 0.462, 0.751], [0.368, -0.286, 0.496], [0.148, -0.161, -0.035], [-0.025, -0.185, 0.115], [-0.013, 0.196, 0.027], [0.272, 0.104, 0.079], [0.000, 0.081, 0.168], [-0.120, -0.114, -0.183], [0.079, -0.002, 0.088], [-0.095, 0.153, -0.104], [1.017, -0.395, -1.139], [-0.006, 0.132, -0.225], [-0.772, 0.464, 0.378], [-0.035, -0.280, 0.803], [0.151, 0.024, 0.195], [-0.010, -0.246, 0.092], [-0.134, 0.155, -0.067], [-0.040, 0.194, 0.092], [-0.210, -0.043, -0.008], [0.146, -0.109, -0.142], [-0.024, -0.032, 0.142], [-0.029, -0.157, 0.156], [-1.055, -0.469, -1.065], [-0.177, -0.329, 0.042], [0.512, -0.001, 0.782], [0.354, 0.664, 0.038], [-0.024, 0.213, -0.057], [0.137, 0.084, -0.158], [-0.001, -0.116, 0.161], [-0.052, 0.068, 0.191], [0.190, -0.090, 0.095], [-0.171, -0.037, -0.183], [0.099, 0.070, 0.033], [0.023, 0.110, 0.187], [0.682, -1.296, 0.234], [0.198, -0.083, 0.282], [-0.269, 0.762, 0.190], [-0.454, 0.306, -0.689], [-0.137, -0.097, -0.155], [0.052, 0.008, -0.220], [0.000, 0.120, 0.166], [-0.179, 0.100, 0.115], [0.054, 0.221, 0.014], [0.099, -0.216, 0.010], [-0.061, 0.088, -0.073], [0.194, -0.008, 0.112], [-0.290, 1.373, -0.094], [0.124, 0.268, 0.124], [0.476, -0.545, 0.230], [-0.411, -0.784, -0.353], [-0.114, -0.046, -0.195], [-0.220, -0.061, 0.004], [0.184, -0.034, 0.096], [0.180, -0.121, -0.098], [0.015, -0.159, 0.184], [-0.073, 0.234, -0.032], [-0.017, -0.125, -0.010]],
  "mulliken_charge": [-0.4591, 0.4780, -0.4951, 0.2352, -0.2212, 0.4142, -0.5171, -0.3050, -0.1057, 0.7184, -0.1982, -0.3059, 0.5531, -0.2407, -0.1294, -0.2525, 0.1924, 0.2318, 0.2355, 0.1109, 0.1533, -0.6509, 0.1336, -1.0125, 0.4033, -0.6425, 0.3803, 0.2421, 0.0612, 0.3196, 0.3031, 0.3841, 0.0204, -0.8871, 0.1605, -0.9724, 0.1247, -0.5919, 0.3365, 0.3301, 0.2773, 0.2985, 0.2934, 0.3755, 0.2622, -0.9229, 0.1564, -0.9057, 0.2637, -0.6719, 0.3474, 0.3142, 0.2947, 0.3040, 0.1961, 0.3950, 0.2248, -0.9279, 0.1705, -0.6314, 0.0730, -0.5831, 0.3249, 0.3341, 0.2954, -0.0102, 0.3019, 0.3669, 0.2920, 0.1008, 0.1969, -1.0134, 0.1799, -0.6234, -0.3166, 0.3567, -0.0119, 0.2885, 0.3102, 0.3948, 0.2155, -0.9436, 0.1649, -0.8545, 0.0557, -0.5693, 0.3382, 0.3371, 0.2931, 0.2313, 0.2694, 0.3661, 0.2998, -0.9211, 0.2913, -0.9490, -0.0140, -0.5610, 0.3075, 0.3288, 0.3039, 0.3350, 0.1336, 0.4308, 0.3164, -0.9167, 0.1694, -0.8041, 0.0903, -0.5668, 0.3251, 0.3313, 0.2932, 0.3054, -0.0295, 0.3904, 0.2995],
  "fmax_ev_per_a": 10.012,
  "orbital_gap_ev": 8.9175,
  "charge": 0,
  "smiles": "NB(O)[C@H]1OC(=O)O[C@@H]1C(F)(F)C(F)(F)F.CN(C)C=O.CN(C)C=O.CN(C)C=O.CN(C)C=O.CN(C)C=O.CN(C)C=O.CN(C)C=O.CN(C)C=O",
  "e_lumo_ev": 0.11,
  "homo_energy_ev": -8.8
}